CH4I2N2 in the gas phase at a distorted geometry, computed with wB97M-V/def2-TZVPD.

HOMO level: -8.641 eV
E: -20281.1381 eV
Energy relative to the best compared isomer or geometry (same formula, charge and spin): 5.7 kJ/mol
Maximum force: 0.0720 hartree/bohr
Frontier orbital gap: 0.3066 Eh

ORCA input file:
```
! RIJCOSX wB97M-V def2-TZVPD def2/J DEFGRID3
* xyz 0 1
I 2.047 -0.079 -1.941
C 0.352 0.537 -0.479
N 0.296 -0.191 0.747
N -0.268 -1.538 0.743
I 0.990 -3.111 0.228
H 0.547 1.701 -0.317
H -0.598 0.331 -1.106
H 1.194 -0.190 1.292
H -0.908 -1.467 0.032
*
```